Entry P
The following is a quantum chemistry calculation of 2 unconnected molecules or ions with the total composition C3H9NO, from OMol25.

Structure (XYZ):
```
14
Properties=species:S:1:pos:R:3:mulliken_charge:R:1
C 2.02337 1.70879 -0.38074 -1.875
C 1.74165 0.35207 0.17923 0.900
C 0.89041 -0.47763 -0.43867 -2.050
N 2.53318 -0.07139 1.21869 -1.006
H 2.91983 1.78221 -0.98650 0.495
H 2.23042 2.37572 0.44760 0.400
H 1.13598 2.10683 -0.87083 0.408
H 0.79255 -1.49099 -0.06257 0.679
H 0.36543 -0.20953 -1.30559 0.865
H 2.48614 -1.00691 1.58272 0.258
H 2.94461 0.61321 1.80741 0.400
H -6.70353 -2.69413 -0.45372 0.696
H -6.32867 -1.19294 -0.24124 0.769
O -7.03135 -1.79531 -0.49581 -1.938
```

- 2S+1 = 2
- gap between HOMO and LUMO (spin up / spin down) (eV) = 1.96 / 8.57
- net charge = -1
- lowest unoccupied orbital energy (spin up / spin down) (eV) = 3.405 / 3.622

---

Entry Q
The following is a quantum chemistry calculation of 3 unconnected molecules or ions with the total composition C3H9NO, from OMol25.

Structure (XYZ):
```
14
Properties=species:S:1:pos:R:3:mulliken_charge:R:1
C -0.72280 0.69347 0.18998 -0.618
C 0.50881 0.20981 -0.18728 -0.067
C 0.90888 -1.16793 0.16208 -0.971
O -0.67426 -2.46333 1.73978 -1.068
N -0.07576 2.88066 -1.86430 -0.441
H -1.00744 1.55122 -0.47767 0.314
H -1.53047 0.02900 0.62895 0.261
H 1.30529 0.71213 -0.67865 0.305
H 1.15003 -1.76326 -0.68343 0.287
H 0.06405 -1.72827 0.83962 0.274
H 1.82715 -1.04569 0.78662 0.179
H -0.55018 -3.37675 1.68964 0.167
H -0.09324 3.74393 -1.42828 0.184
H 0.58987 3.00756 -2.53365 0.193
```

- 2S+1 = 2
- gap between HOMO and LUMO (spin up / spin down) (eV) = 5.83 / 3.90
- net charge = -1
- lowest unoccupied orbital energy (spin up / spin down) (eV) = 3.627 / 1.751

---

In order of decreasing stability: entry P, entry Q.